{"formula": "C6H12N2O5S2", "method": "the ωB97M-V functional and the def2-TZVPD basis", "orbital_gap_ev": 10.1, "energy_ev": -41301.166, "e_above_lowest_ev": 0.000, "symbols": ["C", "C", "C", "C", "C", "C", "N", "N", "O", "O", "O", "O", "O", "S", "S", "H", "H", "H", "H", "H", "H", "H", "H", "H", "H", "H", "H"], "coordinates": [[-0.11548, 0.61758, 1.71340], [1.24904, 1.29426, -0.15308], [-0.73465, 1.18055, 2.97306], [2.58776, 0.75381, -0.38860], [-0.90436, 0.58399, -3.42186], [-1.21419, -2.77236, 0.16004], [0.78883, 1.23561, 1.13067], [-1.37368, -0.01430, -0.74815], [0.67949, 1.91065, -1.02842], [-1.48927, -1.79507, -2.38043], [-3.19124, 0.01544, -2.51140], [-0.64592, -0.59964, 1.40307], [0.82305, -1.33594, -0.61227], [-1.85071, -0.37603, -2.24728], [-0.51768, -1.13518, -0.15645], [-1.54371, 1.86297, 2.58826], [-0.08226, 1.91592, 3.54195], [-0.98429, 0.27543, 3.50819], [2.89985, 0.42088, 0.70621], [2.51594, -0.09279, -1.13408], [3.21142, 1.47048, -0.82670], [-0.59901, 1.61603, -3.01976], [-0.06020, -0.02318, -3.72676], [-1.60287, 0.78597, -4.29038], [-0.40110, -3.38945, 0.53743], [-2.11171, -2.66952, 0.81105], [-1.32643, -3.30805, -0.80893]]}

{"formula": "C7H20N2O", "method": "the ωB97M-V functional and the def2-TZVPD basis", "smiles": "CC(C)(N)O.CC(C)CN", "orbital_gap_ev": 9.3, "energy_ev": -12609.745, "e_above_lowest_ev": 1.701, "symbols": ["C", "C", "C", "N", "O", "H", "H", "H", "H", "H", "H", "H", "H", "H", "C", "C", "C", "C", "N", "H", "H", "H", "H", "H", "H", "H", "H", "H", "H", "H"], "coordinates": [[1.95823, -1.70515, -0.85108], [1.67950, -0.23051, -1.15647], [2.95074, 0.48972, -1.61372], [0.70848, -0.16667, -2.24064], [1.21479, 0.42540, 0.01363], [2.33231, -2.21013, -1.73952], [2.69822, -1.78906, -0.05610], [1.04449, -2.20815, -0.53138], [3.32720, 0.05160, -2.53579], [2.73023, 1.54325, -1.78419], [3.71342, 0.42255, -0.84014], [0.48161, 0.80241, -2.43634], [-0.15372, -0.62733, -1.97044], [0.53810, -0.18599, 0.65520], [-1.74950, -1.03097, 2.19077], [-1.35574, -0.26266, 0.92654], [-2.58336, -0.01773, 0.04093], [-0.94411, 1.40553, 1.56776], [-0.56113, 2.34244, 0.62078], [-0.87251, -1.22127, 2.81000], [-2.47606, -0.47633, 2.78662], [-2.20552, -1.99240, 1.94394], [-0.77845, -0.98447, 0.33647], [-2.30856, 0.53088, -0.86180], [-3.04432, -0.95406, -0.27584], [-3.34783, 0.55564, 0.56723], [-0.12567, 1.18162, 2.24554], [-1.85309, 1.69522, 2.09385], [0.27764, 2.01807, 0.12230], [-1.29540, 2.59853, -0.02810]]}